{"formula": "C13H19ClIrNO4P", "method": "wB97M-V/def2-TZVPD", "energy_ha": -1768.14565, "e_above_lowest_kcal_mol": 8.2, "total_charge": 1, "homo_lumo_gap_ev": [6.596, 6.516], "species": ["Ir", "N", "C", "C", "C", "O", "O", "H", "H", "H", "H", "H", "H", "C", "P", "C", "C", "H", "H", "H", "H", "H", "H", "H", "H", "H", "Cl", "C", "C", "C", "C", "C", "C", "C", "O", "O", "H", "H", "H", "H"], "xyz": [[0.2529, -1.2903, -0.1372], [2.2882, -1.5610, -0.7724], [3.1816, -2.2383, 0.1936], [2.9197, -1.6888, 1.5849], [1.7140, -2.4078, 2.1162], [1.7570, -3.2719, 2.9306], [0.5085, -2.0296, 1.5777], [2.4141, -1.9421, -1.7051], [2.4977, -0.5415, -0.8088], [4.2239, -2.1060, -0.0978], [2.9782, -3.3092, 0.1688], [2.7252, -0.6132, 1.5511], [3.7557, -1.8819, 2.2502], [-2.9740, -1.5048, -1.4727], [-1.9265, -2.0232, -0.1051], [-2.3137, -3.7406, 0.2356], [-2.5694, -1.1218, 1.3303], [-4.0158, -1.6285, -1.1733], [-2.7810, -2.1073, -2.3602], [-2.7860, -0.4582, -1.7097], [-3.3762, -3.7808, 0.4790], [-1.7306, -4.0980, 1.0839], [-2.1140, -4.3713, -0.6298], [-3.6470, -1.2733, 1.4202], [-2.3597, -0.0576, 1.2226], [-2.0695, -1.4845, 2.2281], [-0.6918, 7.2052, -0.6727], [-0.2381, 5.5383, -0.6824], [-1.2256, 4.5655, -0.7303], [-0.8586, 3.2319, -0.7341], [0.4882, 2.8758, -0.6901], [1.4678, 3.8649, -0.6463], [1.1056, 5.1987, -0.6383], [0.9160, 1.4630, -0.6512], [2.0883, 1.1356, -0.6904], [-0.0871, 0.5833, -0.5575], [-2.2665, 4.8550, -0.7603], [-1.6146, 2.4602, -0.7554], [2.5085, 3.5773, -0.5979], [1.8547, 5.9766, -0.5935]], "lowdin_charge": [1.32, -0.11, -0.20, -0.09, -0.56, 0.17, -0.26, 0.11, 0.05, 0.13, 0.13, 0.13, 0.14, -0.23, 0.66, -0.22, -0.24, 0.07, 0.06, 0.05, 0.07, 0.06, 0.06, 0.06, 0.05, 0.05, 0.72, -0.65, -0.08, -0.01, -0.14, 0.01, -0.08, -0.50, 0.05, -0.24, 0.11, 0.11, 0.13, 0.11]}